# 1
The following is a DFT calculation (wB97M-V/def2-TZVPD) of a 4-piece molecular cluster, C31H60NO4 overall in a non-equilibrium geometry.

XYZ file:
```
96
Properties=species:S:1:pos:R:3:forces:R:3:mulliken_charge:R:1
C -3.225 1.915 0.419 0.71 -0.38 1.40 -1.66
C -1.907 2.375 -0.115 -0.91 0.65 0.28 1.13
C -1.501 3.757 0.294 -0.54 -0.01 -0.77 -1.75
C -1.183 1.618 -0.916 0.25 -1.15 -0.48 -1.12
C -1.046 0.092 -0.751 -0.55 1.38 -0.57 0.85
C 0.305 -0.309 -1.344 -0.58 -0.95 -0.20 -2.03
C 0.930 -1.636 -0.830 0.26 0.54 0.17 1.17
C -0.120 -2.592 -0.247 0.24 0.07 -0.23 -1.65
C 2.166 -1.361 0.100 -0.16 -0.96 0.42 -1.24
C 2.114 -2.004 1.507 0.14 0.85 -0.36 -1.62
C 1.143 -1.188 2.363 -0.04 -0.38 0.29 4.03
C 0.324 -2.035 3.338 0.87 0.76 0.31 -2.37
C -0.528 -1.148 4.279 -1.60 -1.21 0.37 1.99
C -0.128 -1.338 5.741 -0.05 0.27 -0.36 -1.89
C -1.985 -1.651 4.206 0.52 0.02 -0.05 -1.91
N -0.548 0.273 3.873 0.91 -0.67 -0.82 0.42
O -1.366 0.527 2.915 -0.13 0.15 0.36 -0.49
C 0.804 0.884 3.719 0.45 1.56 -0.25 1.53
C 0.694 1.989 2.664 0.75 0.02 0.16 -1.72
C 1.280 1.613 4.984 -0.70 -0.22 -0.36 -1.71
C 1.845 -0.108 3.196 -0.54 -1.07 -0.23 -1.57
H -4.025 2.474 -0.054 -0.14 -0.01 -0.31 0.45
H -3.289 2.128 1.488 -0.15 -0.06 0.15 0.30
H -3.348 0.844 0.300 -0.30 -0.11 -0.19 0.35
H -0.446 3.877 0.107 0.17 0.44 -0.05 0.33
H -2.090 4.530 -0.201 0.10 0.23 -0.09 0.42
H -1.711 3.852 1.354 0.12 0.02 0.29 0.40
H -0.633 2.092 -1.722 1.05 0.10 0.47 0.58
H -1.875 -0.428 -1.229 0.04 -0.37 -0.14 0.46
H -1.151 -0.073 0.317 0.21 -0.23 0.16 -0.07
H 0.994 0.525 -1.274 0.29 0.07 0.24 0.45
H 0.131 -0.444 -2.412 -0.01 0.14 -0.22 0.22
H 1.324 -2.121 -1.719 0.17 -0.19 -0.12 0.76
H -0.615 -2.159 0.613 -0.06 -0.12 0.23 0.03
H -0.896 -2.844 -0.965 -0.10 0.21 -0.30 0.54
H 0.329 -3.544 0.016 0.13 -0.12 0.28 0.20
H 2.307 -0.295 0.256 -0.11 0.28 -0.07 0.44
H 3.083 -1.699 -0.378 0.05 -0.09 -0.30 0.38
H 1.872 -3.060 1.485 -0.18 -0.18 -0.10 0.51
H 3.116 -1.936 1.936 0.08 -0.07 0.12 0.53
H 0.474 -0.680 1.674 -0.30 0.13 -0.04 -2.11
H 1.058 -2.537 3.970 0.09 -0.29 0.01 0.42
H -0.266 -2.811 2.862 -0.17 0.05 -0.22 0.43
H 0.886 -1.017 5.948 0.07 0.10 0.20 0.40
H -0.202 -2.395 5.961 0.11 -0.26 0.05 0.47
H -0.870 -0.839 6.360 0.24 0.27 0.29 0.39
H -2.300 -1.784 3.182 -0.23 0.25 -0.25 0.31
H -2.630 -0.955 4.730 -0.29 -0.03 0.00 0.47
H -2.022 -2.634 4.666 -0.07 -0.10 0.23 0.49
H 0.608 1.601 1.656 -0.42 0.02 -0.17 -0.11
H 1.640 2.530 2.705 0.13 0.08 -0.06 0.51
H -0.072 2.706 2.910 -0.45 0.04 -0.18 0.51
H 2.258 2.029 4.772 0.29 -0.14 0.24 0.37
H 1.265 0.987 5.867 0.24 0.01 0.18 0.33
H 0.608 2.454 5.127 -0.11 0.14 0.32 0.41
H 2.401 -0.628 3.980 0.02 0.13 0.24 0.33
H 2.570 0.412 2.579 0.15 0.26 -0.02 0.57
C 2.448 -7.877 -0.745 -0.14 0.01 -0.08 -0.55
C 3.281 -6.746 -1.338 0.13 -0.03 0.02 -0.64
C 2.755 -5.540 -0.574 -0.16 0.07 0.01 -0.12
O 2.358 -6.018 0.715 0.02 -0.01 -0.06 -0.38
C 2.336 -7.448 0.711 0.14 0.01 0.08 -0.50
H 2.897 -8.862 -0.862 0.02 0.01 0.01 0.36
H 1.459 -7.895 -1.209 0.00 -0.02 0.01 0.26
H 4.338 -6.902 -1.111 0.00 0.02 -0.01 0.28
H 3.177 -6.641 -2.417 -0.02 0.01 0.01 0.35
H 1.874 -5.106 -1.061 0.05 0.00 -0.10 0.16
H 3.502 -4.753 -0.455 -0.02 0.00 0.08 0.24
H 3.190 -7.805 1.297 -0.02 -0.07 -0.01 0.27
H 1.420 -7.797 1.187 -0.01 0.07 0.03 0.27
C -0.043 7.911 -2.497 0.14 0.05 -0.02 -0.56
C -0.262 6.763 -3.475 -0.16 -0.02 -0.01 -0.62
C 0.416 5.608 -2.754 0.15 -0.02 0.05 -0.20
O 0.277 5.863 -1.354 0.06 0.17 -0.16 -0.30
C -0.181 7.203 -1.157 -0.14 -0.09 0.06 -0.47
H -0.748 8.732 -2.616 -0.02 -0.02 0.01 0.34
H 0.968 8.310 -2.609 -0.01 0.01 0.01 0.25
H -1.331 6.564 -3.582 0.01 -0.01 -0.01 0.28
H 0.151 6.945 -4.467 0.02 0.00 0.01 0.37
H 1.485 5.564 -2.991 -0.02 -0.02 -0.08 0.26
H -0.031 4.641 -2.990 0.00 -0.02 0.07 0.09
H -1.228 7.163 -0.836 0.00 0.07 0.01 0.26
H 0.405 7.672 -0.366 0.02 -0.06 0.02 0.31
C -2.430 0.254 -4.216 0.13 0.08 0.06 0.15
C -3.081 1.043 -5.346 -0.12 -0.06 -0.04 -0.72
C -2.216 0.649 -6.535 0.15 0.04 0.01 -0.46
O -1.756 -0.682 -6.282 -0.03 0.07 0.07 -0.43
C -2.035 -1.033 -4.924 -0.16 -0.09 -0.06 -0.39
H -3.086 0.088 -3.363 0.00 -0.01 0.00 0.34
H -1.538 0.774 -3.859 -0.02 0.00 0.03 -0.10
H -4.107 0.700 -5.496 0.01 0.02 -0.01 0.30
H -3.103 2.118 -5.176 0.03 0.00 0.01 0.35
H -1.341 1.303 -6.623 -0.05 0.06 -0.02 0.25
H -2.760 0.669 -7.480 0.03 -0.06 -0.02 0.32
H -2.858 -1.757 -4.921 0.01 -0.02 0.09 0.26
H -1.156 -1.507 -4.484 0.03 -0.01 -0.07 0.21
```
Positions in Å, forces in eV/Å.

Properties
- <S²>: 0.75
- 2S+1: 2
- Total energy: -42796.17903 eV


# 2
The following is a DFT calculation (wB97M-V/def2-TZVPD) of an isolated molecule of C9H8N2O in a non-equilibrium geometry.

XYZ file:
```
20
Properties=species:S:1:pos:R:3:forces:R:3:mulliken_charge:R:1
C -2.648 -1.825 -1.538 3.36 4.65 -1.25 -0.57
C -1.775 -0.918 -1.681 -4.43 -4.65 0.77 0.35
N -0.848 0.024 -1.886 0.84 0.32 0.90 0.01
C -0.968 1.118 -2.724 -2.22 -0.68 -0.58 -0.20
C 0.102 1.848 -2.493 3.51 3.27 -0.63 -0.50
N 0.975 1.314 -1.532 -1.79 0.05 -0.84 -0.56
C 0.316 0.261 -1.152 0.03 -0.80 0.51 0.10
C 0.632 -0.438 0.035 0.21 -0.48 0.45 0.39
C 0.988 -0.779 1.131 0.09 -0.13 0.98 0.10
C 1.578 -1.022 2.501 1.03 -0.32 -1.61 -0.70
O 0.794 -0.697 3.602 -0.69 -0.04 0.18 -0.35
C 0.451 0.702 3.716 3.36 -0.37 -0.28 -0.57
H -3.636 -2.249 -1.643 0.63 -0.25 0.43 0.37
H -1.907 1.281 -3.264 0.80 -0.13 0.03 0.38
H 0.463 2.811 -2.951 -0.94 -1.25 0.34 0.38
H 2.004 -2.060 2.530 -1.08 0.64 0.44 0.34
H 2.512 -0.444 2.443 -0.07 0.39 0.35 0.32
H 0.338 1.116 2.734 -0.42 0.35 -0.58 0.24
H -0.404 0.837 4.309 -1.12 -0.14 0.75 0.23
H 1.345 1.231 4.184 -1.10 -0.46 -0.37 0.24
```
Positions in Å, forces in eV/Å.

Properties
- 2S+1: 1
- Structure (SMILES): C#Cn1ccnc1C#CCOC
- ΔE to the lowest compared entry with this formula, charge and spin: 595.1 kJ/mol